## 1
Computed, not measured: a cluster of 2 separate species, C2H7N3O2 in total, with ωB97M-V/def2-TZVPD.

M ... 105.10 g mol⁻¹
Highest occupied orbital energy ... -8.141 eV

ORCA input file:
```
! RIJCOSX wB97M-V def2-TZVPD def2/J DEFGRID3
* xyz 0 1
O 0.1712 -1.1842 -1.5561
O -1.9396 -0.5159 1.5075
N -0.6726 -0.8304 -0.5678
N 1.3703 0.3820 -0.1088
N -0.7300 0.1312 1.4392
C 1.5863 1.7123 -0.7827
C -0.0268 0.0495 0.2681
H 1.2593 2.7869 -0.3073
H 0.6864 1.5599 -1.7139
H 2.7054 1.6790 -1.2143
H 2.1473 0.2688 0.6584
H -1.7804 -1.4419 0.5280
H -1.0932 1.1160 1.5697
H 1.0918 -0.7180 -1.3825
*
```



## 2
Computed, not measured: a cluster of 2 separate species, C2H7N3O2 in total, with ωB97M-V/def2-TZVPD.

M ... 105.10 g mol⁻¹
Highest occupied orbital energy (spin up / spin down) ... -8.692 / -8.689 eV

ORCA input file:
```
! RIJCOSX wB97M-V def2-TZVPD def2/J DEFGRID3
* xyz 0 1
O -0.9254 -0.2201 1.9395
O -3.0668 -0.9505 -0.8094
N 0.4384 0.0087 0.2564
N -0.7236 -0.0242 0.7572
N -2.5344 0.1388 -0.7063
C 1.7784 -0.3145 0.8184
C 0.4621 0.2921 -1.0738
H -0.5457 0.5056 -1.4260
H 1.6151 -0.0809 1.9740
H 2.4818 0.4160 0.2775
H 0.9002 1.2873 -1.2908
H 0.8924 -0.3832 -1.6864
H 2.0353 -1.3718 0.8969
H -2.8079 0.6967 0.0730
*
```



Need the numbers? Relative energies in kJ/mol: 1 97.0; 2 0.0.



## 1
Computed, not measured: a cluster of 2 separate species, C2H7N3O2 in total, with ωB97M-V/def2-TZVPD.

M ... 105.10 g mol⁻¹
Highest occupied orbital energy ... -9.407 eV

ORCA input file:
```
! RIJCOSX wB97M-V def2-TZVPD def2/J DEFGRID3
* xyz 0 1
O 1.0945 -1.1418 0.9832
O -0.5537 -1.1424 -0.5656
N 0.2394 1.1763 0.2801
N 1.6556 -1.0254 -1.2145
N -1.0637 0.7529 1.0710
C 0.6412 -0.8408 -0.2866
C -2.1542 0.9869 0.4525
H -2.2300 1.3433 -0.5818
H 1.0363 1.3863 0.8802
H 1.3970 -1.5620 -2.0297
H -3.0830 0.7620 0.9922
H 0.1281 1.4190 -0.7038
H 0.3132 -0.9604 1.5478
H 2.5792 -1.1538 -0.8250
*
```



## 2
Computed, not measured: a cluster of 2 separate species, C2H7N3O2 in total, with ωB97M-V/def2-TZVPD.

M ... 105.10 g mol⁻¹
Highest occupied orbital energy (spin up / spin down) ... -8.837 / -8.838 eV

ORCA input file:
```
! RIJCOSX wB97M-V def2-TZVPD def2/J DEFGRID3
* xyz 0 1
O 0.0749 -3.6015 -1.3174
O 1.6762 -2.9132 -0.0571
N 0.4995 -0.1983 -1.3734
N 0.7928 -2.7723 -0.8575
N -0.2060 -0.0342 -0.2577
C 0.0766 1.1561 0.6199
C -1.1083 -0.9528 0.1273
H -0.8233 1.3074 1.3349
H 0.9690 0.9559 1.2318
H -1.7233 -0.7836 1.0674
H 0.5712 -1.7268 -1.1215
H -1.5715 -1.7426 -0.3781
H 1.1117 0.5726 -1.7452
H 0.4129 2.0352 -0.0895
*
```



Need the numbers? Relative energies in kJ/mol: 1 0.0; 2 360.5.



## 1
Computed, not measured: a cluster of 2 separate species, C2H7N3O2 in total, with ωB97M-V/def2-TZVPD.

M ... 105.10 g mol⁻¹
Highest occupied orbital energy ... -9.760 eV

ORCA input file:
```
! RIJCOSX wB97M-V def2-TZVPD def2/J DEFGRID3
* xyz 0 1
O 0.5389 2.9553 -0.3675
O 2.3402 1.9041 0.3599
N 1.3360 2.0251 -0.3242
N 0.3905 -0.2248 -1.0501
N 0.4909 -0.6022 1.2354
C -0.1430 -0.6635 0.0061
C -1.5478 -1.2149 -0.0767
H -1.6509 -2.3364 0.1327
H -1.8968 -0.9047 -1.0319
H -2.0147 -0.6288 0.6378
H -0.2421 -0.4466 -1.8173
H 1.0070 1.1947 -0.9327
H 1.4140 -0.0897 1.2740
H -0.0223 -0.9677 1.9544
*
```



## 2
Computed, not measured: a cluster of 2 separate species, C2H7N3O2 in total, with ωB97M-V/def2-TZVPD.

M ... 105.10 g mol⁻¹
Highest occupied orbital energy ... -9.164 eV

ORCA input file:
```
! RIJCOSX wB97M-V def2-TZVPD def2/J DEFGRID3
* xyz 0 1
O 1.7081 -0.2224 1.5112
O 2.9799 0.3498 -0.1447
N -0.2794 0.0310 -0.2278
N 1.9348 0.0160 0.3309
N 0.9730 0.1510 -0.5685
C -0.9145 1.0950 0.4453
C -0.9396 -1.1987 -0.3645
H -0.6123 2.1492 0.0948
H -0.8702 1.0174 1.5535
H -2.0635 1.1323 0.2802
H -1.7598 -1.1153 -1.1289
H -0.2545 -2.0257 -0.4538
H 1.5384 0.0122 -1.9076
H -1.4402 -1.3919 0.5798
*
```



## 3
Computed, not measured: a cluster of 2 separate species, C2H7N3O2 in total, with ωB97M-V/def2-TZVPD.

M ... 105.10 g mol⁻¹
Highest occupied orbital energy ... -8.331 eV

ORCA input file:
```
! RIJCOSX wB97M-V def2-TZVPD def2/J DEFGRID3
* xyz 0 1
O -2.2494 -0.5014 0.2444
O 1.5581 1.1183 -1.4868
N -1.2681 0.1263 0.4422
N -0.4447 0.6216 -2.4233
N -0.0111 -0.8342 0.9043
C 0.5233 0.4757 -1.4820
C 0.7296 -0.1955 1.9765
H -0.4480 -1.7035 1.2017
H -1.2248 -0.0113 -2.4898
H 1.4641 -0.8856 2.4029
H 0.3827 -0.3934 -0.5289
H -0.3608 1.3581 -3.1119
H 1.2674 0.6611 1.5644
H 0.0816 0.1637 2.7863
*
```



Need the numbers? Relative energies in kJ/mol: 1 0.0; 2 389.1; 3 88.5.



## 1
Computed, not measured: a cluster of 2 separate species, C2H7N3O2 in total, with ωB97M-V/def2-TZVPD.

M ... 105.10 g mol⁻¹
Highest occupied orbital energy ... -8.393 eV

ORCA input file:
```
! RIJCOSX wB97M-V def2-TZVPD def2/J DEFGRID3
* xyz 0 1
O -1.7840 -1.4117 0.8087
O -1.1879 2.4149 1.3864
N 0.5901 0.6253 -0.7883
N -0.5115 -1.2378 0.2538
N 1.7974 0.1288 -1.2043
C -0.4206 0.0127 -0.0524
C 2.0756 -1.0854 -1.0464
H 0.3842 1.5693 -1.2073
H 3.0724 -1.3861 -1.2860
H -0.5911 2.2363 2.1414
H 1.3937 -1.8426 -0.6086
H -1.1702 0.6666 0.2964
H -1.8028 -2.3821 1.0430
H -0.5718 2.9355 0.8253
*
```



## 2
Computed, not measured: the molecule C2H7N3O2, with ωB97M-V/def2-TZVPD.

M ... 105.10 g mol⁻¹
Highest occupied orbital energy ... -9.058 eV

ORCA input file:
```
! RIJCOSX wB97M-V def2-TZVPD def2/J DEFGRID3
* xyz 0 1
O 2.9049 0.0053 -0.0719
O 0.9462 1.7260 0.1142
N 1.6023 -0.4915 0.1024
N -1.7296 1.1055 0.0143
N -0.6486 0.1074 -0.0764
C -1.0785 -1.2649 0.0575
C 0.6024 0.5599 0.0755
H -0.8921 -1.8163 -0.8671
H -2.1482 -1.2455 0.2503
H 2.8090 0.9647 0.1071
H -1.5508 1.7774 0.7613
H -1.7314 1.6377 -0.8559
H -0.5741 -1.7666 0.8853
H 1.4886 -1.2991 -0.4967
*
```



Need the numbers? Relative energies in kJ/mol: 1 135.3; 2 0.0.



## 1
Computed, not measured: a cluster of 3 separate species, H5O3 in total, with ωB97M-V/def2-TZVPD.

M ... 53.04 g mol⁻¹
Highest occupied orbital energy ... -3.882 eV

ORCA input file:
```
! RIJCOSX wB97M-V def2-TZVPD def2/J DEFGRID3
* xyz -1 1
O 0.2947 -0.5448 0.0379
O 1.3365 1.6545 1.1064
O -1.7223 -0.9592 -1.2205
H 0.7875 -1.2693 -0.3974
H -2.0384 -0.8926 -0.3650
H 0.6471 0.9007 1.3099
H -0.6006 -0.8971 -0.8706
H 1.9327 0.9541 0.9332
*
```



## 2
Computed, not measured: a cluster of 3 separate species, H5O3 in total, with ωB97M-V/def2-TZVPD.

M ... 53.04 g mol⁻¹
Highest occupied orbital energy ... -3.954 eV

ORCA input file:
```
! RIJCOSX wB97M-V def2-TZVPD def2/J DEFGRID3
* xyz -1 1
O 0.0881 -0.2743 -2.3276
O -0.1792 0.7252 -0.0100
O -0.2470 -0.4346 2.3049
H -0.0610 0.1629 1.5212
H 0.4677 -1.0443 2.1535
H -0.0735 0.1095 -1.3690
H 1.0230 -0.4630 -2.2844
H -1.0180 1.2187 0.0114
*
```



Need the numbers? Relative energies in kJ/mol: 1 104.5; 2 0.0.



## 1
Computed, not measured: a cluster of 2 separate species, CH6N2O in total, with ωB97M-V/def2-TZVPD.

M ... 62.07 g mol⁻¹
Highest occupied orbital energy ... -9.336 eV

ORCA input file:
```
! RIJCOSX wB97M-V def2-TZVPD def2/J DEFGRID3
* xyz 0 1
O 0.0983 2.3714 0.2203
N -1.1033 -1.1500 0.3526
N 1.0197 -0.4423 -0.2700
C -0.0057 -1.1796 -0.4411
H 0.5400 1.6213 -0.2050
H -0.0388 -1.9781 -1.1854
H -1.7339 -1.8964 0.1142
H -1.1510 -0.4913 1.1094
H 1.8549 -0.9120 -0.5943
H 0.4575 2.4566 1.1117
*
```



## 2
Computed, not measured: a cluster of 2 separate species, CH6N2O in total, with ωB97M-V/def2-TZVPD.

M ... 62.07 g mol⁻¹
Highest occupied orbital energy ... -9.198 eV

ORCA input file:
```
! RIJCOSX wB97M-V def2-TZVPD def2/J DEFGRID3
* xyz 0 1
O -0.8051 1.1407 -0.5934
N 1.9835 0.5856 1.1936
N -1.1813 -1.1739 -0.6926
C -1.5232 0.1431 -0.7523
H 1.0203 0.8222 1.1572
H -1.7542 -1.9221 -0.9586
H -2.4301 0.2542 -1.3398
H 2.3672 0.7557 2.0904
H 2.5589 0.7411 0.2882
H -0.2360 -1.3466 -0.3927
*
```



Need the numbers? Relative energies in kJ/mol: 1 11.9; 2 0.0.